11
Properties=species:S:1:pos:R:3:forces:R:3 method="wB97M-V/def2-TZVPD" multiplicity=1 total_energy_ha=-946.0419 orbital_gap_ha=0.30519 homo_ev=-8.8
C -0.371980 -0.613415 -1.873313 -0.099 1.509 1.512
C 0.894751 0.151066 -1.722010 -1.022 -0.411 -0.255
N -1.189310 -0.325849 -0.872421 -0.332 -3.056 -2.328
N 0.959114 0.985127 -0.749149 -0.349 -0.511 0.886
O -0.809683 0.224800 2.979692 -2.085 -3.337 0.389
P -0.561491 0.798514 0.100019 1.244 2.821 -0.078
P 0.321720 -0.205538 1.842100 -0.450 -0.840 0.362
H -0.589015 -1.231225 -2.759824 -0.184 0.167 0.733
H 1.695346 -0.000418 -2.397352 0.860 0.092 -0.697
H -1.356398 -0.634080 3.111753 0.973 2.364 0.041
H 1.006946 0.851018 2.340504 1.445 1.202 -0.565